One molecule with the formula C21H22N4O3S2 in a non-equilibrium geometry. Source: the OMol25 dataset; level of theory: ωB97M-V/def2-TZVPD.

The geometry in ORCA input format:
```
! wB97M-V def2-TZVPD RIJCOSX def2/J DEFGRID3
* xyz 0 1
C -3.3233 -2.9380 2.5506
C -2.2222 -2.9056 1.8257
C -1.5469 -1.6345 1.3981
N -1.6158 -1.4801 -0.0355
C -2.5858 -0.8309 -0.7394
N -2.3381 -0.8813 -2.0229
N -1.2029 -1.5713 -2.1836
C -0.7744 -1.9430 -1.0082
C 0.4878 -2.7049 -0.7673
N 1.6194 -1.7964 -0.8137
C 2.1218 -1.2117 0.2974
O 1.6679 -1.4193 1.4124
C 3.2899 -0.3510 0.0812
C 4.1469 0.0866 1.0534
C 5.1924 0.8811 0.5465
C 5.1140 1.0467 -0.8012
S 3.7705 0.2314 -1.4792
H 5.7680 1.6037 -1.4428
H 5.9688 1.3101 1.1548
H 4.0187 -0.1687 2.0895
H 1.9410 -1.5187 -1.7280
C 0.6596 -3.7995 -1.8138
H 0.6063 -3.3636 -2.8078
H 1.6170 -4.2972 -1.6811
H -0.1367 -4.5323 -1.7188
H 0.4761 -3.1275 0.2434
S -3.9424 -0.0490 0.0117
C -4.2583 1.2415 -1.2469
C -3.6311 2.5217 -0.7287
O -4.3148 3.4645 -0.4027
C -2.1652 2.4922 -0.5319
C -1.2750 1.8896 -1.4227
C 0.0759 1.8832 -1.1563
C 0.5787 2.4731 0.0073
C -0.3056 3.0797 0.8962
C -1.6565 3.0982 0.6144
H -2.3454 3.5735 1.2967
H 0.0465 3.5419 1.8043
O 1.9249 2.4241 0.1685
C 2.4884 3.0554 1.2951
H 2.2323 4.1187 1.3266
H 3.5661 2.9475 1.1856
H 2.1696 2.5711 2.2230
H 0.7718 1.4321 -1.8464
H -1.6299 1.4473 -2.3406
H -3.8254 0.8749 -2.1747
H -5.3378 1.3574 -1.3323
H -0.4910 -1.6320 1.6926
H -2.0492 -0.7723 1.8456
H -1.7574 -3.8187 1.4776
H -3.7879 -3.8654 2.8378
H -3.8014 -2.0345 2.8907
*
```

The value obtained for the HOMO energy is -8.4367 eV. For the calculated total energy, the calculation gives -2054.54220 Eh.

A 2-piece molecular cluster, C5H10O2 overall in a non-equilibrium geometry. Source: the OMol25 dataset; level of theory: ωB97M-V/def2-TZVPD.

The geometry in ORCA input format:
```
! wB97M-V def2-TZVPD RIJCOSX def2/J DEFGRID3
* xyz 0 3
C -0.3906 0.2118 0.3837
C 0.5660 0.1347 -0.5160
C -1.6991 0.8116 0.2481
C 0.1380 -0.0942 1.8346
C 1.7789 -0.3371 -1.1641
O -1.4133 -0.1292 -2.8156
O -0.2138 0.5835 -2.5170
H -1.9822 1.2325 1.1882
H -2.4415 0.0417 -0.2706
H -1.4882 1.5662 -0.4301
H -0.3693 0.7791 2.5023
H 1.2774 -0.1521 1.9868
H -0.3664 -1.0888 2.0891
H 2.5536 -0.4615 -0.3325
H 1.7062 -1.2030 -1.7192
H 2.2028 0.3834 -1.7952
H -1.2080 -0.4026 -3.6921
*
```

The value obtained for the HOMO energy (alpha / beta) is -5.8497 / -8.2536 eV. For the calculated total energy, the calculation gives -346.66177 Eh.

An isolated ion of composition C7H10N and charge +1 in a non-equilibrium geometry. Source: the OMol25 dataset; level of theory: ωB97M-V/def2-TZVPD.

The geometry in ORCA input format:
```
! wB97M-V def2-TZVPD RIJCOSX def2/J DEFGRID3
* xyz 1 1
C -2.3182 -0.6279 -0.1201
C -1.3087 -1.3632 -0.2583
C -2.4236 0.7589 0.1023
C -1.2060 1.4599 0.1940
C 0.0270 -1.3153 -0.5480
C 0.0834 0.8792 0.2601
C 1.2977 1.3838 -0.3686
N 0.9975 -1.9052 0.4338
H -3.2444 1.2808 -0.1159
H -1.2884 2.5431 0.1787
H 0.3906 -1.6610 -1.5289
H 0.2226 0.1883 1.1407
H 1.7227 2.0971 0.2688
H 1.1284 1.8862 -1.3718
H 2.0117 0.6031 -0.4711
H 1.3527 -2.8404 0.3312
H 0.6866 -1.9545 1.4453
H 1.8684 -1.4131 0.4278
*
```

The value obtained for the HOMO energy (alpha / beta) is -12.4272 / -12.4249 eV. For the calculated total energy, the calculation gives -327.00366 Eh.

One molecule with the formula C2HNO in a non-equilibrium geometry. Source: the OMol25 dataset; level of theory: ωB97M-V/def2-TZVPD.

The geometry in ORCA input format:
```
! wB97M-V def2-TZVPD RIJCOSX def2/J DEFGRID3
* xyz 0 1
C -0.3667 -0.0580 -0.0029
C -1.5655 -0.1003 0.0242
N -3.1671 0.4595 -0.0029
O -3.9838 -0.3778 -0.0076
H 0.6810 -0.1557 -0.0171
*
```

The value obtained for the HOMO energy is -10.3557 eV. For the calculated total energy, the calculation gives -206.60754 Eh.

C27H30N3O8PdS2 as an isolated structure in a non-equilibrium geometry. Source: the OMol25 dataset; level of theory: ωB97M-V/def2-TZVPD.

The geometry in ORCA input format:
```
! wB97M-V def2-TZVPD RIJCOSX def2/J DEFGRID3
* xyz 1 5
Pd 0.2550 -0.3186 0.0341
C -2.6033 0.1982 2.6725
C -2.3794 -1.0968 1.9913
N -1.7218 -1.2715 0.8823
C -1.7750 -2.5697 0.4328
C -2.4806 -3.4092 1.2463
S -3.0936 -2.5572 2.6012
C -1.2567 -2.8756 -0.8867
C -1.4473 -4.0395 -1.5796
S -0.8865 -3.8775 -3.1856
C -0.4332 -2.2341 -2.8415
N -0.6579 -1.8766 -1.6137
C 0.0638 -1.3582 -3.9223
H -2.2193 1.0107 2.0579
H -2.1007 0.2255 3.6380
H -3.6665 0.3370 2.8623
H -2.6738 -4.4563 1.1247
H -1.8878 -4.9542 -1.2413
H 0.6990 -1.9087 -4.6100
H 0.6121 -0.5266 -3.4884
H -0.7785 -0.9597 -4.4897
O 2.6897 -0.3926 5.9327
C 2.1478 -0.4515 4.8709
C 1.1444 0.5521 4.3150
O 0.7553 1.5435 4.8768
C 0.8019 0.0823 2.9530
C 1.4604 -1.1829 2.6714
O 1.2830 -1.7853 1.6037
C 2.3603 -1.5359 3.8094
O 3.1475 -2.4365 3.8868
O 0.1221 0.6791 2.1011
C 3.5069 -0.6993 -0.1559
C 4.0269 -0.0833 -1.4583
C 3.7934 -1.0526 -2.6191
C 3.4302 1.2675 -1.7501
C 4.2621 2.3563 -1.8879
C 3.7606 3.6288 -2.1292
C 2.3857 3.8291 -2.2125
C 1.4916 2.7886 -2.0760
C 0.0134 3.0656 -2.2296
C -0.4461 2.5499 -3.5995
C -0.8931 2.5233 -1.1163
C 1.9994 1.4473 -1.8742
O 1.2148 0.4460 -1.8268
H 4.0170 -1.6421 0.0335
H 2.4217 -0.9098 -0.2460
H 3.6907 -0.0430 0.6932
H 5.1068 0.0594 -1.3449
H 2.7354 -1.2807 -2.7157
H 4.3327 -1.9789 -2.4361
H 4.1499 -0.6224 -3.5522
H 5.3284 2.2197 -1.7916
H 4.4365 4.4615 -2.2396
H 2.0112 4.8262 -2.3892
H -0.1078 4.1550 -2.2274
H -0.3054 1.4758 -3.6667
H 0.1311 3.0273 -4.3873
H -1.4982 2.7768 -3.7544
H -0.7833 1.4328 -0.9668
H -1.9267 2.7041 -1.4038
H -0.7075 3.0400 -0.1763
N 1.7584 4.4197 1.0726
C 2.4123 3.6851 2.1541
C 2.4468 2.2092 1.7824
O 2.9717 1.3483 2.4419
O 1.7779 1.9446 0.6660
H 2.4217 4.9757 0.5472
H 1.0414 5.0439 1.4252
H 1.4505 2.8447 0.3582
H 1.8413 3.7495 3.0850
H 3.4283 4.0213 2.3739
*
```

The value obtained for the HOMO energy (alpha / beta) is -10.6828 / -11.2223 eV. For the calculated total energy, the calculation gives -2737.01001 Eh.

An isolated ion of composition C9H13N4S and charge +1 in a non-equilibrium geometry. Source: the OMol25 dataset; level of theory: ωB97M-V/def2-TZVPD.

The geometry in ORCA input format:
```
! wB97M-V def2-TZVPD RIJCOSX def2/J DEFGRID3
* xyz 1 1
C -0.2073 -0.8163 -0.2383
C -2.2913 1.7300 -1.4322
C -2.5267 -0.7016 -0.8587
C 1.1118 -1.2759 -0.6521
C 2.3295 -0.7148 -0.4303
C -1.1226 1.1205 1.1072
C 0.1982 0.9105 1.7390
C 3.4651 -1.3894 -0.9828
C 0.4784 0.1628 2.9729
N -2.2915 0.5733 -1.2376
N -0.3432 0.2107 0.5620
N -1.3448 -1.4203 -0.9369
N -2.3557 2.8688 -1.9936
S -4.0916 -1.2048 -0.5278
H 0.9748 -2.2462 -1.1476
H 2.4590 0.2201 0.0564
H -2.0593 1.1375 1.3948
H 0.9662 1.5266 1.4944
H 3.3339 -2.5430 -0.7645
H 4.3559 -1.1413 -0.4692
H 3.6364 -1.2684 -1.9758
H 1.3960 0.6065 3.4272
H 0.5459 -0.8790 2.6510
H -0.4224 0.3579 3.5946
H -1.3771 -2.4324 -0.7083
H -1.8057 3.6309 -1.7319
H -3.0117 2.9774 -2.9119
*
```

The value obtained for the HOMO energy (alpha / beta) is -10.6260 / -10.6269 eV. For the calculated total energy, the calculation gives -967.46632 Eh.